Record 1
Computed, not measured: a molecular structure, C2H5NO, with ωB97M-V/def2-TZVPD.

## Properties
Energy relative to the best compared isomer or geometry (same formula, charge and spin)   4.8824 eV
HOMO-LUMO gap   9.50 eV

```
! RIJCOSX wB97M-V def2-TZVPD def2/J DEFGRID3
* xyz 0 1
C 1.014 0.216 -0.695
C -0.430 -0.272 -0.260
O -1.197 -0.908 -0.948
N -0.321 0.269 0.927
H 1.526 -0.694 -1.014
H 1.589 0.695 0.099
H 0.878 0.915 -1.521
H -1.930 -0.119 1.480
H -1.268 -0.208 1.902
*
```

---

Record 2
Computed, not measured: a molecular structure, C29H45AsGeN2Si2Tc at a distorted geometry, with ωB97M-V/def2-TZVPD.

## Properties
Energy relative to the best compared isomer or geometry (same formula, charge and spin)   0.2324 eV
HOMO-LUMO gap   5.49 eV

```
! RIJCOSX wB97M-V def2-TZVPD def2/J DEFGRID3
* xyz 3 1
Tc -1.609 0.281 -0.326
N -2.275 -1.545 -1.214
C -3.021 -0.937 -2.375
C -4.246 -0.118 -1.959
C -4.025 1.099 -1.032
C -3.014 2.171 -1.538
N -1.931 2.377 -0.518
H -1.550 -2.145 -1.598
H -2.900 -2.161 -0.702
H -3.367 -1.725 -3.043
H -2.301 -0.337 -2.945
H -4.974 -0.775 -1.482
H -4.710 0.230 -2.883
H -3.757 0.759 -0.001
H -4.995 1.571 -0.889
H -3.529 3.104 -1.752
H -2.540 1.870 -2.476
H -2.288 2.914 0.265
H -1.178 2.934 -0.915
C -4.824 0.680 3.811
Si -3.389 -0.238 4.444
C -2.304 0.586 5.641
C -3.415 -2.055 4.291
As -1.498 -0.153 1.961
Si 0.526 -1.356 2.715
C -0.023 -2.987 1.994
C 2.004 -0.514 2.004
C 0.656 -1.507 4.548
H -5.619 0.621 4.569
H -5.220 0.249 2.892
H -4.602 1.737 3.663
H -2.741 0.448 6.641
H -2.241 1.659 5.455
H -1.303 0.161 5.661
H -4.113 -2.458 5.037
H -2.439 -2.499 4.485
H -3.767 -2.368 3.309
H -0.379 -2.888 0.965
H -0.822 -3.426 2.597
H 0.818 -3.690 1.994
H 1.764 0.055 1.102
H 2.775 -1.245 1.741
H 2.426 0.182 2.734
H -0.196 -1.992 5.027
H 0.852 -0.551 5.039
H 1.533 -2.139 4.736
C 0.063 0.192 -0.705
Ge 1.828 0.366 -1.650
C 1.478 0.752 -3.500
C 1.878 -0.172 -4.467
C 1.841 0.183 -5.811
C 1.398 1.446 -6.186
C 0.985 2.363 -5.224
C 1.029 2.021 -3.881
C 2.670 -1.354 -1.394
C 4.020 -1.518 -1.709
C 4.635 -2.750 -1.516
C 3.909 -3.824 -1.015
C 2.561 -3.674 -0.713
C 1.945 -2.444 -0.903
C 2.691 1.861 -0.783
C 2.108 2.600 0.249
C 2.824 3.613 0.875
C 4.127 3.886 0.482
C 4.706 3.172 -0.561
C 3.988 2.168 -1.201
H 2.232 -1.155 -4.179
H 2.172 -0.522 -6.564
H 1.386 1.723 -7.233
H 0.654 3.350 -5.523
H 0.750 2.757 -3.130
H 4.603 -0.694 -2.104
H 5.682 -2.871 -1.766
H 4.395 -4.780 -0.864
H 1.994 -4.521 -0.343
H 0.889 -2.324 -0.664
H 1.092 2.383 0.574
H 2.368 4.192 1.670
H 4.693 4.661 0.983
H 5.715 3.398 -0.882
H 4.441 1.642 -2.034
*
```

---

Record 3
Computed, not measured: 2 unconnected molecules or ions with the total composition C2HBr2Cl3 at a distorted geometry, with ωB97M-V/def2-TZVPD.

## Properties
Energy relative to the best compared isomer or geometry (same formula, charge and spin)   2.1526 eV
HOMO-LUMO gap (alpha / beta)   8.15 / 6.66 eV

```
! RIJCOSX wB97M-V def2-TZVPD def2/J DEFGRID3
* xyz 0 1
C 0.129 0.609 0.431
C 0.383 -0.561 -0.416
Cl 2.039 -1.191 0.058
Cl 0.445 -0.099 -2.114
Cl -0.773 -1.874 -0.162
Br -2.662 1.141 -0.130
Br 0.017 0.383 2.246
H 0.422 1.593 0.088
*
```

---

Record 4
Computed, not measured: a molecular structure, C3H9NO2Zr at a distorted geometry, with ωB97M-V/def2-TZVPD.

## Properties
Energy relative to the best compared isomer or geometry (same formula, charge and spin)   1.1138 eV
HOMO-LUMO gap   7.32 eV

```
! RIJCOSX wB97M-V def2-TZVPD def2/J DEFGRID3
* xyz 2 1
Zr -0.373 -1.112 0.317
C 2.970 1.598 -1.046
H 1.933 1.407 -0.832
H 3.636 1.266 -0.232
H 2.957 2.696 -1.250
H 3.044 0.970 -1.898
H -0.879 -2.021 -1.037
N -2.436 -1.092 0.923
C -3.105 0.251 0.670
C -2.475 0.871 -0.575
O -3.046 1.619 -1.350
O -1.142 0.371 -0.784
H -2.971 -1.814 0.420
H -2.564 -1.362 1.905
H -4.184 0.119 0.500
H -2.983 0.938 1.516
*
```

---

Question: Among the records above, which one has the lowest energy relative to the best compared isomer or geometry (same formula, charge and spin)?
Answer: C29H45AsGeN2Si2Tc

---

Question: What is the formula in the second record?
Answer: C29H45AsGeN2Si2Tc

---

Copy entry 4 word for word.
Computed, not measured: a molecular structure, C3H9NO2Zr at a distorted geometry, with ωB97M-V/def2-TZVPD.

## Properties
Energy relative to the best compared isomer or geometry (same formula, charge and spin)   1.1138 eV
HOMO-LUMO gap   7.32 eV

```
! RIJCOSX wB97M-V def2-TZVPD def2/J DEFGRID3
* xyz 2 1
Zr -0.373 -1.112 0.317
C 2.970 1.598 -1.046
H 1.933 1.407 -0.832
H 3.636 1.266 -0.232
H 2.957 2.696 -1.250
H 3.044 0.970 -1.898
H -0.879 -2.021 -1.037
N -2.436 -1.092 0.923
C -3.105 0.251 0.670
C -2.475 0.871 -0.575
O -3.046 1.619 -1.350
O -1.142 0.371 -0.784
H -2.971 -1.814 0.420
H -2.564 -1.362 1.905
H -4.184 0.119 0.500
H -2.983 0.938 1.516
*
```

---

Question: What is the energy relative to the best compared isomer or geometry (same formula, charge and spin) in the fourth record?
Answer: 1.1138 eV